[1]
Formula: C8H19NO4PtS3
Source: the OMol25 dataset
Level of theory: wB97M-V/def2-TZVPD

The geometry in XYZ format:
```
36
C8H19NO4PtS3 (wB97M-V/def2-TZVPD)
Pt 0.303 -0.674 -0.254
S -2.202 -2.016 1.170
S -1.116 -0.289 -2.063
S 1.349 -0.616 1.823
O -2.061 -2.733 2.420
O -0.804 -2.294 0.279
O -2.142 -0.562 1.277
O -3.317 -2.531 0.407
N 0.848 1.467 -0.403
C 1.188 -2.610 -0.966
C 0.454 -0.490 3.411
C 2.034 -1.514 -1.335
C -0.074 2.253 -1.275
C -0.483 1.373 -2.453
C -2.883 0.159 -1.908
C 1.163 2.098 0.915
C 1.962 1.096 1.742
H 2.065 -1.209 -2.387
H 2.118 1.345 2.796
H 1.482 -3.258 -0.137
H 1.280 -0.396 4.138
H 1.724 1.305 -0.917
H 2.930 0.898 1.267
H -1.265 1.771 -3.104
H 0.394 1.098 -3.050
H -0.103 -1.424 3.558
H 0.584 -3.095 -1.738
H 2.973 -1.360 -0.792
H 0.230 2.380 1.416
H 1.689 3.034 0.677
H -3.149 0.465 -2.935
H -3.086 0.972 -1.200
H -0.213 0.379 3.475
H -3.415 -0.755 -1.619
H 0.483 3.162 -1.544
H -0.943 2.570 -0.689
```

Summary:
E (eV): -54032.965
Expectation value of S²: 2.01
Gap between HOMO and LUMO (alpha / beta) (eV): 6.17 / 6.65
Total charge: 0
Lowest unoccupied orbital energy (alpha / beta) (eV): -0.37 / -1.32
Largest force on an atom (eV/A): 4.2
2S+1: 3

Löwdin atomic charge list, values in e, 6 entries: 0.91 0.31 0.81 0.80 -0.35 -0.64

---

[2]
Formula: C8H19NOP
Source: the OMol25 dataset
Level of theory: wB97M-V/def2-TZVPD

The geometry in XYZ format:
```
30
C8H19NOP (wB97M-V/def2-TZVPD)
P 0.816 0.535 0.803
O -3.942 -0.683 1.038
N -0.432 -0.673 0.051
C -3.566 -0.792 -0.495
C 2.428 -0.321 0.838
C 0.317 3.123 -0.127
C -1.504 -0.970 1.060
C 3.154 -0.740 -0.447
C -2.750 -0.195 0.701
C 0.124 -1.948 -0.504
C 0.962 1.784 -0.538
H -1.780 -2.018 1.005
H -0.674 3.244 -0.559
H 3.037 0.421 1.370
H -0.853 -0.186 -0.743
H 0.699 -1.733 -1.398
H -3.697 0.242 -0.904
H 2.988 -0.025 -1.253
H 0.939 3.949 -0.468
H 2.819 -1.710 -0.802
H -4.538 -1.089 -0.884
H 4.225 -0.796 -0.265
H 2.017 1.909 -0.783
H 0.246 3.213 0.957
H -0.713 -2.594 -0.764
H -1.175 -0.645 2.046
H -2.685 0.898 0.716
H 2.343 -1.165 1.527
H 0.720 -2.436 0.261
H 0.475 1.399 -1.438
```

Summary:
E (eV): -21419.591
Gap between HOMO and LUMO (eV): 10.30
Total charge: +1
SMILES: CCP(CC)[N@@H+](C)C[C@H]1CO1
Energy relative to the best compared isomer or geometry (same formula, charge and spin) (kJ/mol): 485.8
Lowest unoccupied orbital energy (eV): -2.82
Largest force on an atom (eV/A): 3.6
2S+1: 1

natural (NBO) atomic charge list, values in e, 6 entries: 1.00 -0.44 -0.59 -0.40 -0.76 -0.62

---

[3]
Formula: C8H19PS
Source: the OMol25 dataset
Level of theory: wB97M-V/def2-TZVPD

The geometry in XYZ format:
```
29
C8H19PS (wB97M-V/def2-TZVPD)
S 2.742 2.228 -0.003
P 0.561 0.451 0.693
C 0.998 -1.258 0.048
C 2.210 -1.645 0.903
C -1.075 2.567 0.811
C -0.119 -2.281 0.230
C 1.425 -1.146 -1.412
C -1.023 1.233 0.059
C -0.897 1.496 -1.439
C -2.272 0.414 0.378
H -1.059 2.407 1.892
H -0.512 -2.263 1.246
H 0.069 1.950 -1.659
H -3.154 0.991 0.098
H 1.936 -1.733 1.954
H 1.911 -2.065 -1.733
H -0.221 3.182 0.540
H 0.125 0.095 1.978
H 0.575 -0.965 -2.064
H -1.680 2.177 -1.764
H 2.131 -0.324 -1.526
H 2.987 -0.887 0.813
H -0.938 -2.109 -0.464
H 0.272 -3.279 0.037
H -2.297 -0.521 -0.173
H 2.618 -2.598 0.571
H -1.986 3.108 0.559
H -2.334 0.196 1.442
H -0.991 0.577 -2.013
```

Summary:
E (eV): -28726.029
Expectation value of S²: 2.01
Gap between HOMO and LUMO (alpha / beta) (eV): 8.24 / 6.96
Total charge: 0
Energy relative to the best compared isomer or geometry (same formula, charge and spin) (kJ/mol): 0.0
Lowest unoccupied orbital energy (alpha / beta) (eV): 0.71 / -1.40
Largest force on an atom (eV/A): 0.5
2S+1: 3

natural (NBO) atomic charge list, values in e, 6 entries: -0.25 0.74 -0.30 -0.63 -0.62 -0.61

---

[4]
Formula: C8H20BFN2O6P2
Source: the OMol25 dataset
Level of theory: wB97M-V/def2-TZVPD

The geometry in XYZ format:
```
40
C8H20BFN2O6P2 (wB97M-V/def2-TZVPD)
P 0.171 3.110 1.185
P -1.838 2.303 1.107
F 5.636 0.619 -1.632
O 0.063 4.529 2.063
O 2.787 -1.030 -2.631
O 0.680 3.340 -0.213
O 3.424 -3.161 -2.301
O 1.138 2.074 2.071
O 4.893 -1.481 -1.992
N -0.592 -2.570 1.706
N -4.808 0.411 -0.322
C 3.676 -2.004 -2.305
C -0.673 0.078 -0.618
C 3.430 0.223 -2.382
C -4.340 0.100 1.059
C -2.894 -0.495 1.094
C -0.041 -1.353 -0.470
C 4.883 -0.145 -2.462
C 0.385 -1.753 0.979
B -1.773 0.477 0.474
H 0.775 5.104 1.755
H 5.302 -0.110 -3.471
H 3.143 0.965 -3.124
H -0.734 -2.273 2.657
H -2.630 -0.601 2.176
H -0.684 -2.107 -0.969
H 0.678 -0.860 1.576
H 1.328 -2.343 0.873
H 0.905 -1.336 -1.076
H -4.196 -0.044 -0.995
H -0.415 -3.559 1.629
H -5.022 -0.645 1.525
H 0.583 1.321 2.293
H -1.201 0.090 -1.607
H -2.890 -1.513 0.664
H 3.145 0.588 -1.392
H 0.081 0.893 -0.675
H -4.415 1.021 1.672
H -5.712 -0.044 -0.399
H -2.251 2.179 2.477
```

Summary:
E (eV): -45858.731
Gap between HOMO and LUMO (eV): 9.40
Total charge: 0
SMILES: NCCCB(CCN)PP(=O)(O)O.O=C1OC[C@@H](F)O1
Lowest unoccupied orbital energy (eV): 0.13
Largest force on an atom (eV/A): 2.4
2S+1: 1

natural (NBO) atomic charge list, values in e, 6 entries: 2.04 -0.13 -0.32 -0.97 -0.49 -1.09

---

[5]
Formula: C8H20BrLiO4
Source: the OMol25 dataset
Level of theory: wB97M-V/def2-TZVPD

The geometry in XYZ format:
```
34
C8H20BrLiO4 (wB97M-V/def2-TZVPD)
Br -4.789 -18.002 -15.887
O -0.912 -20.044 -14.646
O -6.427 -22.773 -15.426
O -3.689 -23.189 -16.333
O -2.787 -21.202 -12.990
C -2.658 -23.857 -15.634
C -4.915 -24.036 -16.661
C 0.055 -19.426 -15.540
C -6.255 -23.269 -16.752
C -2.092 -20.029 -12.530
C -7.594 -22.133 -15.226
C -4.049 -21.422 -12.318
C -0.776 -19.742 -13.273
Li -3.297 -20.701 -15.299
H -0.611 -18.690 -13.039
H -6.143 -22.436 -17.447
H -4.794 -20.639 -12.459
H -1.790 -20.168 -11.492
H -4.793 -24.262 -17.720
H -7.054 -23.909 -17.127
H -7.654 -21.884 -14.167
H -2.874 -23.968 -14.571
H -2.815 -19.220 -12.628
H -5.069 -24.911 -16.030
H -3.983 -21.605 -11.246
H -1.715 -23.326 -15.762
H -0.338 -19.694 -16.521
H 0.099 -20.240 -12.854
H -7.737 -21.190 -15.754
H -8.437 -22.811 -15.358
H 1.070 -19.786 -15.374
H -2.422 -24.836 -16.052
H 0.100 -18.342 -15.444
H -4.426 -22.401 -12.616
```

Summary:
E (eV): -87056.277
Gap between HOMO and LUMO (eV): 7.68
Total charge: 0
Energy relative to the best compared isomer or geometry (same formula, charge and spin) (kJ/mol): 247.4
Lowest unoccupied orbital energy (eV): 0.36
Largest force on an atom (eV/A): 3.0
2S+1: 1

natural (NBO) atomic charge list, values in e, 6 entries: -0.95 -0.58 -0.54 -0.59 -0.59 -0.25

---

[6]
Formula: C8H20Cl4O4
Source: the OMol25 dataset
Level of theory: wB97M-V/def2-TZVPD

The geometry in XYZ format:
```
36
C8H20Cl4O4 (wB97M-V/def2-TZVPD)
Cl 15.099 1.801 -20.179
Cl 7.520 0.442 -21.364
Cl 8.255 3.729 -22.154
Cl 11.916 2.825 -19.476
O 8.506 2.765 -17.005
O 7.766 0.154 -16.697
O 7.784 1.610 -14.116
O 10.094 2.839 -14.540
C 13.555 0.998 -20.617
C 9.879 3.959 -15.384
C 9.722 3.513 -16.808
C 7.833 1.792 -20.244
C 12.542 1.164 -19.523
C 7.708 0.185 -14.283
C 8.878 2.721 -20.805
C 8.443 -0.235 -15.518
H 6.901 2.301 -20.013
H 9.732 2.184 -21.206
H 7.923 1.102 -16.809
H 13.799 -0.050 -20.772
H 8.954 4.441 -15.035
H 8.199 1.377 -19.304
H 9.294 3.411 -20.078
H 12.984 0.932 -18.559
H 10.534 2.856 -17.106
H 9.230 2.422 -14.402
H 7.760 3.339 -16.805
H 9.683 4.335 -17.534
H 10.689 4.677 -15.269
H 6.672 -0.138 -14.403
H 9.466 0.158 -15.568
H 11.721 0.469 -19.703
H 8.538 -1.325 -15.500
H 13.224 1.438 -21.552
H 8.140 -0.283 -13.395
H 6.906 1.975 -13.988
```

Summary:
E (eV): -66899.643
Gap between HOMO and LUMO (eV): 10.28
Total charge: 0
SMILES: ClCCCl.ClCCCl.OCCO.OCCO
Energy relative to the best compared isomer or geometry (same formula, charge and spin) (kJ/mol): 0.0
Lowest unoccupied orbital energy (eV): 0.23
Largest force on an atom (eV/A): 1.0
2S+1: 1

natural (NBO) atomic charge list, values in e, 6 entries: -0.07 -0.06 -0.08 -0.06 -0.76 -0.75